P) 15
Properties=species:S:1:pos:R:3:nbo_charge:R:1 method="wB97M-V/def2-TZVPD" gap_ev=8.019 total_charge=-1 e_homo_ev=-3.95
O -3.16649 -1.32327 -0.09269 -0.782
H -1.09460 -2.50865 -1.56953 0.197
C 1.35269 0.83062 1.31049 -0.651
H -0.07506 -1.18866 -1.19290 0.188
H 1.35452 1.46046 2.19929 0.184
H 2.21811 0.15956 1.35799 0.187
H 0.87827 2.64496 0.19662 0.189
H -1.57225 -0.87030 -2.13509 0.194
O -1.21297 -1.15796 1.03432 -0.809
H 0.50673 0.13644 1.41269 0.290
C -1.13489 -1.44363 -1.32390 -0.739
H 0.49956 1.17045 -0.65353 0.220
C -1.92448 -1.27605 0.00052 0.763
C 1.22334 1.61849 0.01999 -0.611
H 2.14754 1.74753 -0.56428 0.181



Q) 15
Properties=species:S:1:pos:R:3:nbo_charge:R:1 method="wB97M-V/def2-TZVPD" gap_ev=6.050 smiles=[O-]CCCCO total_charge=-1 e_homo_ev=-2.15
H -1.62297 -0.42904 -1.77356 0.167
H 0.90008 0.26428 -2.18761 0.450
H -0.09016 1.60949 1.02615 0.053
H 1.47217 1.03145 0.37910 0.067
C -0.30707 -0.89201 -0.19116 -0.436
C -0.79899 0.09409 -1.26234 -0.087
H 0.53524 -1.29652 1.60496 0.172
O 1.23865 1.17880 2.51450 -0.957
O 0.04857 0.00244 -2.52571 -0.768
H -0.86983 -0.24100 1.84376 0.182
H -1.03732 -1.69550 -0.23853 0.185
H 0.64582 -1.32168 -0.55187 0.198
C 0.79786 0.91327 1.25439 -0.022
H -0.93282 1.16774 -1.14465 0.192
C 0.02077 -0.38580 1.25257 -0.396



R) 15
Properties=species:S:1:pos:R:3:nbo_charge:R:1 method="wB97M-V/def2-TZVPD" gap_ev=6.864 total_charge=-1 e_homo_ev=-2.85
H -1.63104 -1.54820 3.19529 0.185
H -0.25738 -0.43630 3.49428 0.194
H -1.13837 0.13610 1.27192 0.142
H 0.66843 -0.48941 -0.00772 0.519
H -0.02095 2.89961 -2.96919 0.163
H 0.02745 -2.09479 2.99642 0.199
O 0.72479 -0.69765 0.98507 -0.791
O 0.28233 -0.05978 -1.47015 -0.845
H 1.30898 1.66142 -3.31590 0.170
C -0.63877 -1.23809 2.85894 -0.620
H -1.13865 -1.57054 0.79188 0.143
C 0.47051 1.97019 -2.69949 -0.720
C -0.61204 -0.82068 1.39771 -0.050
C -0.09330 1.12767 -1.79438 0.237
H -0.98150 1.50880 -1.24865 0.074



Which structure is the most stable? The one labeled P).



P) 15
Properties=species:S:1:pos:R:3:nbo_charge:R:1 method="wB97M-V/def2-TZVPD" gap_ev=8.363 total_charge=+1 e_homo_ev=-14.29
H -1.86188 0.67736 1.97159 0.241
H 0.97668 -0.21369 -0.84232 0.474
H 0.52041 0.78526 -2.17376 0.449
H 2.61203 1.41990 -0.36706 0.239
H -1.82559 -1.66289 1.58502 0.190
H -0.55739 0.95039 0.75220 0.171
N 1.25072 0.51139 -1.51598 -0.585
H 2.53175 1.87142 -2.25265 0.238
O -0.51443 -1.59735 -0.04955 -0.793
H -2.15911 0.46696 0.27610 0.225
C 2.24332 1.30662 -1.37410 0.169
H -0.71814 -2.52526 -0.17912 0.500
C -0.96744 -1.09094 1.23152 -0.069
C -1.41257 0.33455 1.03989 -0.625
H -0.11835 -1.23373 1.89822 0.178



Q) 15
Properties=species:S:1:pos:R:3:nbo_charge:R:1 method="wB97M-V/def2-TZVPD" gap_ev=9.632 total_charge=+1 e_homo_ev=-13.22
O -1.07441 -1.16476 0.62441 -0.754
H -0.44295 0.22979 -2.55230 0.242
H 1.07432 0.89529 -3.07037 0.233
H -2.26998 -0.48322 2.24319 0.198
H 0.78904 -0.07528 2.17602 0.181
C 0.38641 0.85622 -2.24123 -0.420
N 1.10171 0.13890 -1.13116 -0.683
C -0.23802 -0.07535 2.54155 -0.461
H 0.17965 1.87080 -1.93211 0.243
H 1.84987 -0.43042 -1.50946 0.445
H 0.40329 -0.47233 -0.68652 0.474
H -1.61040 -1.96876 0.61020 0.506
H -0.27602 0.40356 3.51186 0.236
C -1.25719 -0.56533 1.86365 0.111
H 1.38467 0.84090 -0.44775 0.448



Which structure is the most stable? The one labeled Q).



P) 15
Properties=species:S:1:pos:R:3:lowdin_charge:R:1 method="wB97M-V/def2-TZVPD" gap_ev=8.295 total_charge=+1 e_homo_ev=-15.78
H -0.38840 1.47756 0.08321 0.294
H -2.96048 -0.23182 -1.31400 0.127
H -0.84804 0.44314 1.85326 0.183
O -2.46972 0.31822 -0.68327 -0.019
C 3.43183 -0.87046 -0.32318 -0.050
H -0.81121 -0.88560 -0.81747 0.141
H 3.38035 -0.63789 -1.38158 0.024
H 1.02593 1.44660 0.99564 0.157
H -1.84964 -1.26245 0.57414 0.146
N 0.63148 0.65595 0.45241 0.298
H 3.45985 0.10021 0.18063 0.003
C -1.47796 -0.45294 -0.06108 -0.212
H 2.49546 -1.32380 0.01172 -0.005
H 4.29097 -1.47047 -0.04578 0.029
C -0.61830 0.46654 0.77821 -0.115



Q) 15
Properties=species:S:1:pos:R:3:nbo_charge:R:1 method="wB97M-V/def2-TZVPD" gap_ev=8.798 total_charge=+1 e_homo_ev=-12.57
C 1.15544 1.04026 1.12751 -0.720
H 2.04338 0.65769 1.64762 0.259
H 0.74614 -1.79308 -2.29970 0.242
H -0.14310 0.63333 -2.49747 0.446
H -0.97053 -1.57866 -2.37098 0.233
C -0.08221 -1.35335 -1.74399 -0.450
H 0.93801 0.25286 -1.17539 0.461
H -0.21774 -1.92276 -0.81984 0.264
H -0.61950 0.49224 -0.93814 0.454
H -0.06711 0.64225 2.75394 0.177
C 0.01376 0.57513 1.67483 0.254
H -1.88672 0.08087 1.37535 0.509
O -0.98805 -0.18015 1.10543 -0.714
N 0.02506 0.10748 -1.64302 -0.689
H 1.62346 1.85829 0.55980 0.273



Which structure is the most stable? The one labeled Q).



P) 15
Properties=species:S:1:pos:R:3:nbo_charge:R:1 method="wB97M-V/def2-TZVPD" gap_ev=4.672 total_charge=+1 e_homo_ev=-13.45
H 1.49794 2.05926 -0.19257 0.261
H -3.40214 -1.66964 -0.90764 0.381
H -0.81874 -0.36401 -0.09798 0.481
N -2.64630 -1.17695 -1.35376 -1.088
H -2.77332 -1.13632 -2.34974 0.394
H 0.29460 -1.09318 2.17675 0.243
H 2.65109 0.79028 -0.69721 0.262
C 1.99222 1.14018 0.09191 -0.613
C 1.02977 0.01046 0.40086 -0.109
H -2.42961 -0.31904 -0.89820 0.344
H 0.57377 0.78835 2.32396 0.235
H 2.57803 1.25387 1.01389 0.225
H 1.45651 -0.88052 -0.06370 0.250
O -0.20781 0.28603 -0.48567 -0.541
C 0.48141 -0.11866 1.71896 0.275



Q) 15
Properties=species:S:1:pos:R:3:nbo_charge:R:1 method="wB97M-V/def2-TZVPD" gap_ev=12.133 smiles=C[C@H]([NH3+])CO total_charge=+1 e_homo_ev=-15.56
H 1.04489 -1.01667 0.81993 0.468
H 0.79041 1.31707 -0.82643 0.196
H -0.23893 -1.13359 1.90336 0.439
H -2.25880 1.20497 -0.27175 0.261
H -2.14780 0.79085 1.38351 0.241
C -1.52710 1.07414 0.52722 -0.656
H 0.74158 0.15007 1.90748 0.434
N 0.27306 -0.50594 1.28448 -0.698
H -1.04413 -0.95978 -0.11324 0.214
O 1.35490 -0.76683 -1.01243 -0.743
H -0.09011 0.29600 -1.98368 0.217
H 1.38822 -1.28023 -1.79968 0.515
H -1.04511 2.01011 0.80586 0.236
C -0.56985 -0.00524 0.10949 -0.040
C 0.44188 0.30100 -1.03509 -0.083



Which structure is the most stable? The one labeled Q).



P) 15
Properties=species:S:1:pos:R:3:nbo_charge:R:1 method="wB97M-V/def2-TZVPD" gap_ev=9.325 total_charge=+1 e_homo_ev=-14.53
H -0.67626 0.73403 2.56228 0.257
H -0.08681 -0.04645 0.09299 0.469
C -0.04653 -0.12742 2.28206 -0.451
H 0.29400 0.14214 -2.69122 0.203
H -0.61291 -1.02886 2.40903 0.252
H -2.20589 -0.41779 -1.66469 0.498
C 1.65243 0.57908 0.70967 0.140
H 0.64876 -0.30004 3.06313 0.246
H -0.87477 -1.39621 -3.01996 0.231
O -1.41506 0.20865 -1.43714 -0.757
N 0.50939 0.09512 0.91116 -0.388
H 1.98481 1.18215 -0.12279 0.241
H 2.33916 0.56309 1.53569 0.211
H 0.05226 -1.09003 -1.40123 0.132
C -0.45716 -0.56451 -2.26577 -0.285



Q) 15
Properties=species:S:1:pos:R:3:nbo_charge:R:1 method="wB97M-V/def2-TZVPD" gap_ev=9.392 total_charge=+1 e_homo_ev=-13.23
H 0.99633 -0.20473 1.61306 0.179
N 0.35777 -1.30336 -1.51753 -0.902
H 1.14840 -1.91332 -1.31047 0.451
H 0.21678 -0.54203 -0.76099 0.464
C -0.30112 0.95838 0.38527 -0.345
H -1.96673 -0.19787 -0.34875 0.191
H -0.30313 1.87216 -0.20425 0.238
H 2.58368 1.21897 1.48184 0.497
H 0.44870 -0.80253 -2.39914 0.452
C 0.86767 0.64851 0.95059 0.143
H -0.48891 -1.87889 -1.54538 0.447
H -2.33813 0.97992 0.90563 0.259
C -1.60409 0.23878 0.58749 -0.649
H -1.58272 -0.50084 1.38820 0.231
O 1.96548 1.42684 0.77444 -0.657



Which structure is the most stable? The one labeled Q).



P) 15
Properties=species:S:1:pos:R:3:nbo_charge:R:1 method="wB97M-V/def2-TZVPD" gap_ev=7.117 total_charge=+1 e_homo_ev=-15.77
C 0.64717 -0.25521 0.18899 -0.109
O -1.72225 0.78529 0.78352 -0.936
N 0.91761 -1.05737 1.17992 -0.260
H -1.26263 -0.69641 3.14712 -0.009
H 0.52164 -1.27267 -1.66667 0.212
H 0.85610 1.78900 -1.70290 0.257
H -2.62405 0.50703 0.98864 0.497
C 0.79026 0.82582 -2.22344 -0.706
C 0.48017 -0.29443 -1.19152 0.386
H -1.13336 0.14539 1.24105 0.467
H -0.50922 -0.83857 3.27122 0.016
H 1.75471 0.70241 -2.68454 0.308
H 0.79844 -2.04093 1.01311 0.365
H 0.53970 0.77255 0.49940 0.215
H -0.05430 0.92810 -2.84391 0.296



Q) 15
Properties=species:S:1:pos:R:3:nbo_charge:R:1 method="wB97M-V/def2-TZVPD" gap_ev=11.174 smiles=[NH3+]CCCO total_charge=+1 e_homo_ev=-14.99
H -2.05845 -0.83335 0.41606 0.206
C 0.96519 0.75431 0.37479 -0.251
H 0.59340 0.14563 -1.61832 0.469
H -0.14228 0.55580 2.14248 0.263
H 1.50980 1.68051 -1.60235 0.464
C -1.03967 -0.94034 0.57437 -0.072
O -0.50095 -1.42874 -0.64621 -0.697
C -0.39364 0.44591 0.98365 -0.479
N 0.80106 1.07597 -1.07122 -0.723
H 0.36443 -1.51121 -0.57675 0.445
H -1.17717 1.20045 0.83309 0.234
H -0.10427 1.48653 -1.35827 0.447
H -0.90012 -1.76341 1.38274 0.196
H 1.51974 1.56523 0.97246 0.268
H 1.60382 -0.18735 0.48021 0.230



Which structure is the most stable? The one labeled Q).



P) 16
Properties=species:S:1:pos:R:3:nbo_charge:R:1 method="wB97M-V/def2-TZVPD" gap_ev=7.276 total_charge=-1 e_homo_ev=-3.21
H -1.36193 -0.27081 -2.81744 0.516
H -0.19255 1.99460 -0.39681 0.069
H 0.72991 -1.55418 2.03970 0.341
N 0.94852 -0.67532 2.50966 -0.844
O -2.02245 -1.00246 -3.11444 -1.035
C 0.55060 0.09529 0.09015 -0.452
H -0.39229 0.71732 1.88678 0.176
H 1.96247 -0.70367 2.62364 0.332
H -1.40920 0.81958 -0.15757 0.075
H -1.54056 -1.80212 -2.87983 0.434
O -0.49715 0.70223 -2.01957 -0.931
H 1.52784 0.00109 -0.38693 0.180
C 0.60707 0.43572 1.55926 -0.219
H 1.33122 1.21747 1.79254 0.169
H 0.21521 -0.93915 -0.00611 0.167
C -0.45673 0.96443 -0.72303 0.022



Q) 16
Properties=species:S:1:pos:R:3:nbo_charge:R:1 method="wB97M-V/def2-TZVPD" gap_ev=7.303 total_charge=-1 e_homo_ev=-2.99
H 1.59531 0.39308 1.57981 0.188
H -0.64757 1.75707 0.45949 0.162
C -0.50715 -0.36175 0.32673 -0.024
N 0.28569 1.53594 -1.31462 -0.876
H 2.31600 0.83278 0.07278 0.206
O -1.63383 -0.64833 -0.38073 -0.955
H 0.08753 0.89522 -2.07503 0.368
H -1.45092 -2.40386 -0.41481 0.515
H 0.29495 -1.09317 0.05696 0.084
H -0.52048 -0.40487 1.43665 0.083
O -1.46934 -3.39701 -0.51418 -1.006
H -0.21416 2.37701 -1.55296 0.343
H -1.28643 -3.65818 0.38318 0.437
C 0.09250 1.06292 0.06440 -0.090
C 1.46609 1.05031 0.71488 -0.615
H 1.59182 2.06284 1.15746 0.180



Which structure is the most stable? The one labeled P).